ORCA calculation (ωB97M-V/def2-TZVPD) on an isolated molecule of C5H6BrN.

Geometry as ORCA input:
```
! RIJCOSX wB97M-V def2-TZVPD def2/J DEFGRID3
* xyz 0 1
C -1.1575 0.9102 0.9039
C -0.3755 -0.2597 0.4744
C -0.4026 -0.8345 -0.7367
Br -1.5493 -0.2857 -2.2245
C 0.5479 -1.9747 -1.0039
C 1.9893 -1.7506 -0.7960
N 1.4500 -2.2068 0.1909
H -2.1411 0.6205 0.5454
H -1.1617 1.0006 1.9288
H -0.7680 1.6643 0.3402
H 0.3725 -0.7542 1.0426
H 0.1204 -2.8601 -1.4151
H 2.8984 -1.3360 -1.3172
*
```

Energy (eV): -76811.5022
Energy relative to the best compared isomer or geometry (same formula, charge and spin) (kcal per mole): 42.4
Structure (SMILES): C/C=C(\Br)[C@H]1C=N1
HOMO (eV): -8.88
Gap between HOMO and LUMO (eV): 9.72

Results of the natural (NBO) charge analysis, in e, for atoms 1 through 2: atom 1 (C): -0.646, atom 2 (C): -0.198



ORCA calculation (ωB97M-V/def2-TZVPD) on a structure of composition C46H42N4O3PPbS.

Geometry as ORCA input:
```
! RIJCOSX wB97M-V def2-TZVPD def2/J DEFGRID3
* xyz 1 1
Pb 0.0810 0.3019 -0.2070
C 4.0436 -3.3656 -1.5229
C 2.8065 -2.5056 -1.4989
O 2.3636 -2.0707 -0.4609
C 2.2269 -2.1632 -2.8378
C 0.9770 -1.8007 -3.0969
C 0.4858 -1.3357 -4.4307
N -0.0513 -1.7624 -2.0980
N -0.2316 -2.8320 -1.5394
C -0.9787 -2.8416 -0.3349
O -0.8486 -1.9614 0.4953
C -1.7825 -4.0405 -0.0595
C -1.7171 -5.1794 -0.8653
C -2.5045 -6.2789 -0.5619
C -3.3558 -6.2406 0.5374
C -3.4220 -5.1037 1.3379
C -2.6352 -4.0056 1.0425
H 4.9051 -2.7435 -1.7893
H 3.9636 -4.1580 -2.2716
H 4.2123 -3.7932 -0.5381
H 2.9239 -2.1699 -3.6703
H 1.3050 -1.2427 -5.1391
H -0.0150 -0.3705 -4.3162
H -0.2541 -2.0378 -4.8264
H -1.0388 -5.2050 -1.7083
H -2.4489 -7.1682 -1.1768
H -3.9668 -7.1040 0.7759
H -4.0911 -5.0767 2.1899
H -2.6696 -3.1102 1.6534
N 3.1843 1.4003 -0.5515
C 3.0194 2.6750 -1.0769
C 3.8881 3.2078 -2.0004
C 3.7086 4.5074 -2.5164
C 2.6749 5.2920 -2.0934
C 1.7583 4.7736 -1.1504
C 0.6864 5.5407 -0.6362
C -0.1430 5.0077 0.3042
C 0.0511 3.6668 0.6993
N 1.0051 2.9028 0.2140
C 1.8984 3.4539 -0.6673
H 4.0574 0.9507 -0.7696
H 2.8828 1.2496 0.4008
H 4.7471 2.6210 -2.3144
H 4.4275 4.8938 -3.2296
H 2.5532 6.3072 -2.4541
H 0.5517 6.5583 -0.9886
H -0.9504 5.5831 0.7397
H -0.6154 3.2073 1.4231
C 3.2936 2.2937 5.7257
C 2.7712 1.0517 6.0676
C 2.1059 0.2864 5.1168
C 1.9545 0.7645 3.8149
C 2.4938 2.0063 3.4771
C 3.1579 2.7693 4.4277
P 0.9963 -0.1239 2.5381
C 0.9817 -1.8476 3.1418
C -0.1540 -2.4762 3.6431
C -0.0990 -3.8091 4.0373
C 1.0865 -4.5236 3.9264
C 2.2240 -3.9031 3.4245
C 2.1700 -2.5743 3.0309
C -0.7028 0.5087 2.7544
C -1.3103 0.7628 3.9875
C -2.6148 1.2314 4.0231
C -3.3106 1.4497 2.8359
C -2.7021 1.2129 1.6073
C -1.3857 0.7506 1.5457
H 3.8093 2.8890 6.4698
H 2.8807 0.6781 7.0792
H 1.7116 -0.6871 5.3882
H 2.3822 2.3827 2.4634
H 3.5715 3.7338 4.1570
H -1.0852 -1.9280 3.7211
H -0.9867 -4.2910 4.4317
H 1.1244 -5.5621 4.2330
H 3.1512 -4.4590 3.3357
H 3.0550 -2.0924 2.6292
H -0.7683 0.5907 4.9134
H -3.0957 1.4236 4.9757
H -4.3324 1.8131 2.8706
H -3.2616 1.4003 0.6934
C -2.8279 3.5760 -2.2859
S -1.6940 2.4224 -3.0440
O -1.4971 1.3221 -2.0295
C -2.7981 1.7696 -4.2704
C -2.7363 2.2771 -5.5599
C -3.6146 1.7844 -6.5160
C -4.5228 0.7902 -6.1744
C -4.5538 0.2759 -4.8810
C -3.6861 0.7652 -3.9171
H -3.6965 3.0133 -1.9385
H -3.1155 4.3209 -3.0333
H -2.3024 4.0467 -1.4534
H -2.0118 3.0452 -5.8155
H -3.5818 2.1687 -7.5287
H -5.2062 0.4077 -6.9223
H -5.2544 -0.5100 -4.6250
H -3.6804 0.3691 -2.9064
*
```

Energy (eV): -85851.9414
HOMO (eV): -9.62
Gap between HOMO and LUMO (eV): 6.26

Results of the Mulliken charge analysis, in e, for atoms 1 through 2: atom 1 (Pb): 1.540, atom 2 (C): -1.648



ORCA calculation (ωB97M-V/def2-TZVPD) on a structure of composition C19H21N3O2S6Sn.

Geometry as ORCA input:
```
! RIJCOSX wB97M-V def2-TZVPD def2/J DEFGRID3
* xyz -2 1
Sn -1.0719 -0.4296 2.4521
O 4.7813 -2.1252 6.2744
C 3.7319 -1.9267 5.6950
S 2.4862 -0.8147 6.2448
C 1.3281 -1.0630 4.9381
C 1.6868 -1.9516 3.9921
S 0.7615 -2.4285 2.5897
S 3.2527 -2.7308 4.2052
S -0.1612 -0.1581 5.0225
C 1.5465 0.6950 -0.9536
C 1.2119 2.0105 -0.3202
C 1.5977 3.2052 -0.8935
C 1.3245 4.4408 -0.2981
C 0.6882 4.4310 0.9454
C 0.2785 3.2636 1.5601
C -0.4470 3.2814 2.8704
C 0.4591 1.9810 0.9195
N -0.0812 0.8743 1.3684
H 2.1544 0.8339 -1.8532
H 0.6406 0.1412 -1.2080
H 2.0870 0.0584 -0.2444
H 2.1421 3.1767 -1.8369
H 1.6433 5.3689 -0.7580
H 0.4955 5.3760 1.4506
H -0.4980 4.2946 3.2791
H 0.0320 2.6205 3.5985
H -1.4680 2.8955 2.7620
C -2.0342 3.0459 -0.7326
S -1.9605 1.3920 -1.4076
C -1.5121 1.8873 -3.0798
O -3.3827 0.9124 -1.5224
H -2.7943 3.6048 -1.2817
H -1.0494 3.5132 -0.7792
H -2.3153 2.9318 0.3157
H -2.3230 2.4919 -3.4885
H -1.3900 0.9755 -3.6624
H -0.5733 2.4422 -3.0496
N 0.0834 -6.0848 -3.0791
C -0.6897 -5.0761 -3.5110
S -1.4023 -5.1006 -5.0008
C -0.8402 -3.9596 -2.5348
C 0.1986 -3.6225 -1.6720
C -0.0060 -2.6161 -0.7385
N -1.1600 -1.9713 -0.6156
C -2.1447 -2.2769 -1.4570
C -2.0307 -3.2510 -2.4410
H 0.2442 -6.8674 -3.6885
H 0.4362 -6.0984 -2.1372
H 1.1688 -4.1002 -1.7322
H 0.7806 -2.3210 -0.0514
H -3.0561 -1.7000 -1.3439
H -2.8499 -3.4711 -3.1110
*
```

Energy (eV): -99453.6846
Energy relative to the best compared isomer or geometry (same formula, charge and spin) (kcal per mole): 13.7
HOMO (eV): -0.53
Gap between HOMO and LUMO (eV): 4.05

Results of the natural (NBO) charge analysis, in e, for atoms 1 through 2: atom 1 (Sn): 0.974, atom 2 (O): -0.638



| no. | E_LUMO (eV) |
| --- | --- |
| 1 | 0.832 |
| 2 | -3.360 |
| 3 | 3.520 |